Computed, not measured: a structure of composition C31H40IMnNO2P2 at a distorted geometry, with the ωB97M-V functional and the def2-TZVPD basis.

Last column: Löwdin charge in e.
Atoms and positions in Å:
H1 4.69 0.39 3.70  0.129
H2 -4.26 0.96 1.41  0.079
H3 3.57 -0.94 -3.14  0.063
C1 -0.15 5.63 -2.32  -0.121
H4 3.04 1.89 0.15  0.076
C2 -0.34 6.48 -1.23  -0.733
H5 -4.31 -2.70 3.70  0.128
C3 -0.55 4.61 0.25  0.008
P1 2.21 -0.88 -0.44  1.111
C4 -3.75 1.54 0.63  -0.082
C5 -4.76 0.09 -1.16  -0.086
H6 -0.01 3.59 -2.95  0.129
H7 -5.41 0.93 -1.40  0.098
O1 -0.54 1.75 0.52  -0.096
O2 -0.12 1.49 -1.59  -0.064
P2 -2.16 -0.60 -0.26  1.126
H8 -0.05 -2.37 3.76  0.124
H9 -2.74 -1.49 -2.35  0.119
H10 2.26 0.26 -3.16  0.085
C6 -0.99 -2.14 3.30  0.017
C7 2.34 -3.34 -1.90  -0.085
H11 -2.98 1.27 -1.37  0.115
C8 2.81 -2.63 -0.63  -0.493
C9 -3.41 -3.02 -0.99  -0.082
H12 3.94 0.77 -3.31  0.098
H13 2.62 -2.80 -2.81  0.074
C10 2.59 0.09 4.07  -0.017
C11 -2.38 -1.98 -1.44  -0.500
H14 -4.39 -1.57 1.52  0.113
H15 -4.62 -0.49 -2.07  0.076
C12 -3.39 -2.35 3.24  -0.003
H16 2.66 0.37 5.11  0.128
H17 2.25 2.10 -1.43  0.065
H18 -3.05 -3.57 -0.12  0.087
C13 -0.35 2.33 -0.66  -0.512
H19 0.00 6.04 -3.31  0.104
C14 -2.17 -2.60 3.86  -0.020
H20 -2.14 -3.17 4.78  0.128
H21 2.36 -3.12 0.23  0.116
C15 4.33 -2.71 -0.50  -0.086
C16 1.37 -0.24 3.53  0.012
C17 3.14 1.71 -0.92  -0.084
H22 2.82 -4.31 -1.95  0.097
C18 3.37 0.25 -1.29  -0.527
H23 4.37 -0.05 -0.97  0.103
H24 -0.33 -1.93 -2.18  0.059
C19 1.28 -0.59 2.17  -0.243
C20 -1.04 -2.63 -1.75  -0.132
H25 4.83 -2.29 -1.37  0.088
C21 -3.45 0.67 -0.59  -0.487
H26 4.71 -2.23 0.40  0.069
C22 3.73 0.12 3.27  -0.005
H27 -0.59 -3.08 -0.85  0.080
Mn1 0.02 0.11 -0.17  0.520
H28 4.61 -3.76 -0.44  0.099
H29 1.27 -3.50 -1.92  0.040
C23 -1.04 -1.40 2.10  -0.239
C24 -0.36 3.76 -0.84  -0.153
C25 -0.16 4.27 -2.12  0.009
H30 0.48 -0.17 4.13  0.127
H31 -4.38 -2.59 -0.75  0.066
H32 4.54 -0.10 1.30  0.116
C26 -3.43 -1.70 2.01  -0.053
H33 -0.71 4.21 1.24  0.126
C27 2.43 -0.53 1.34  -0.265
C28 -2.27 -1.25 1.41  -0.241
H34 -1.18 -3.44 -2.47  0.102
C29 -0.54 5.98 0.05  -0.123
H35 3.98 2.30 -1.27  0.101
C30 3.65 -0.17 1.91  -0.058
H36 -0.68 6.65 0.88  0.103
N1 0.08 -0.84 1.51  0.027
H37 -4.43 2.33 0.33  0.097
H38 -5.29 -0.52 -0.42  0.076
C31 3.27 0.06 -2.81  -0.083
H39 -3.56 -3.74 -1.80  0.099
I1 -0.32 8.52 -1.53  0.995
H40 -2.87 1.99 1.08  0.064

Calculated values
⟨S²⟩	0.906
total charge	+2
spin multiplicity	2
E_tot	-3541.37217	hartree
E_HOMO (alpha / beta)	-13.08 / -13.09	eV
LUMO level (alpha / beta)	-8.647 / -8.580	eV